C5H10N2 | ωB97M-V with the def2-TZVPD basis set

XYZ file:
```
17
Properties=species:S:1:pos:R:3:forces:R:3:mulliken_charge:R:1
C 0.893586 0.903929 -0.231917 -0.41 0.47 0.09 -0.238
C -1.302468 -1.227182 -0.990001 0.81 -1.24 -0.22 -1.161
C 0.703690 2.326678 0.284606 0.53 -0.27 0.40 -1.210
C -0.082835 -1.431911 -0.048034 -2.59 0.95 -0.63 0.360
C 0.164586 -0.116109 0.601840 1.37 -0.16 0.88 0.451
N 0.461981 -2.497743 0.304008 0.92 -0.56 0.46 -0.646
N -0.126573 0.139660 1.808180 -0.20 0.33 -0.07 -0.641
H 0.127788 -3.353592 -0.138264 -0.23 0.33 -0.23 0.256
H -0.547004 -0.635209 2.318864 0.07 -0.22 -0.29 0.265
H 1.950345 0.635296 -0.206737 0.09 -0.12 -0.07 0.262
H 0.567094 0.830347 -1.270078 0.08 -0.05 -0.08 0.270
H -1.019715 -0.713105 -1.907121 0.06 0.15 0.04 0.303
H -1.682000 -2.205589 -1.280019 -0.12 -0.06 -0.06 0.394
H -2.102382 -0.676116 -0.509623 0.03 0.17 0.21 0.332
H 1.324286 3.017028 -0.277827 0.05 0.13 -0.10 0.384
H 0.999864 2.371635 1.343559 -0.20 0.07 -0.39 0.299
H -0.330243 2.631981 0.198565 -0.25 0.10 0.05 0.320
```
Positions in Å, forces in eV/Å.

Its energy above the lowest of the compared OMol25 structures with the same formula, charge and spin is 76.2 kJ/mol. As for the spin multiplicity: 1. For the LUMO energy, the calculation gives 0.9 eV. Its SMILES is [H]/N=C(CC)\C(C)=N\[H]. Its HOMO energy is -9.4 eV. Its gap between HOMO and LUMO is 10.3 eV. For the electronic energy, the calculation gives -305.99484 a.u.